Entry 1:
ORCA calculation (ωB97M-V with the def2-TZVPD basis set) on 2 unconnected molecules or ions with the total composition C19H25F2Si in a non-equilibrium geometry.

ORCA input file:
```
! wB97M-V def2-TZVPD RIJCOSX def2/J DEFGRID3
* xyz 1 1
C -3.02860 2.69044 6.59518
C -2.97426 1.74010 5.40619
C -1.69072 1.86691 4.59335
C -1.61839 0.92452 3.39995
C -0.31946 1.06685 2.58949
C -0.31463 0.09534 1.39732
Si 1.20871 0.13627 0.31540
H 1.10596 -0.93539 -0.78450
H -3.96436 2.55956 7.14029
H -2.20816 2.50463 7.29326
H -2.97298 3.73432 6.27553
H -3.06690 0.70658 5.75513
H -3.82683 1.92657 4.74520
H -1.58910 2.89778 4.23080
H -0.82709 1.67545 5.24290
H -1.70903 -0.11720 3.73930
H -2.47143 1.10371 2.73016
H -0.22448 2.10515 2.24470
H 0.53827 0.88200 3.25007
H -0.43101 -0.93470 1.75868
H -1.16830 0.31107 0.74148
H 1.23762 1.50305 -0.27692
H 2.34640 -0.19217 1.21901
F -2.17725 1.16072 -4.33965
C -1.83317 -0.06829 -3.82575
C -2.86659 -0.92857 -3.46265
C -2.50311 -2.18363 -2.94783
C -1.17291 -2.52438 -2.77002
C -0.11327 -1.61712 -3.09221
C 1.21423 -1.98122 -2.69524
C 2.48786 -1.47571 -3.11822
C 3.63485 -2.31273 -2.93505
C 4.91897 -1.84995 -3.16008
C 5.14853 -0.54225 -3.62231
C 4.02699 0.25475 -3.84806
F 4.23662 1.52310 -4.33889
C 2.72090 -0.16524 -3.62761
C -0.48358 -0.39252 -3.72264
H -3.91013 -0.64665 -3.59897
H -3.28426 -2.90525 -2.69910
H -0.89871 -3.50682 -2.37364
H 1.26974 -2.90902 -2.11021
H 3.46600 -3.34291 -2.60343
H 5.77210 -2.51162 -2.99462
H 6.15218 -0.17051 -3.81282
H 1.91190 0.53750 -3.80004
H 0.25091 0.30747 -4.10295
*
```

Properties
Frontier orbital gap, eV: 6.19
DFT total energy, eV: -33412.841
LUMO energy, eV: -6.35
HOMO energy, eV: -12.5
Molecular weight, g mol⁻¹: 319.49

***

Entry 2:
ORCA calculation (ωB97M-V with the def2-TZVPD basis set) on a single C19H25N3O2 molecule.

ORCA input file:
```
! wB97M-V def2-TZVPD RIJCOSX def2/J DEFGRID3
* xyz 0 1
C 5.48398 -3.76497 1.19836
C 4.05202 -3.71969 0.68532
H 4.03414 -3.37696 -0.35454
H 3.57354 -4.69820 0.76393
O 3.24249 -2.84626 1.47355
C 3.28302 -1.54265 1.17580
O 3.95118 -1.08287 0.28664
C 2.41032 -0.73881 2.12648
C 2.32365 0.72350 1.68260
C 1.46686 0.84826 0.41562
N 0.14246 0.26962 0.53439
C 0.22902 -1.12070 0.93618
C 1.00470 -1.34103 2.24076
H 1.06878 -2.40742 2.45552
H 0.47726 -0.85946 3.06647
H -0.78463 -1.51617 1.03246
H 0.73018 -1.66001 0.12493
C -0.78175 1.07022 1.33132
C -2.17771 0.55059 1.24151
C -3.08773 0.66121 0.19382
N -4.22141 0.05815 0.63149
N -4.10670 -0.43466 1.85994
C -2.88028 -0.13867 2.24339
H -2.53605 -0.42062 3.21917
H -5.07766 -0.07111 0.11660
C -2.98745 1.28041 -1.11569
C -4.10895 1.83813 -1.73012
C -4.00648 2.42514 -2.97569
C -2.78956 2.47382 -3.64551
C -1.67451 1.91728 -3.02978
C -1.76487 1.32651 -1.78480
H -0.89793 0.87814 -1.32404
H -0.72056 1.94243 -3.53726
C -2.67985 3.13130 -4.98706
H -1.88137 2.68346 -5.57410
H -3.61401 3.04919 -5.53821
H -2.45362 4.19132 -4.86452
H -4.88494 2.85536 -3.43607
H -5.06389 1.83370 -1.22300
H -0.50002 1.11948 2.39529
H -0.75040 2.08686 0.92488
H 1.36323 1.90053 0.13892
H 1.97696 0.33091 -0.40193
H 3.32327 1.10504 1.47271
H 1.88925 1.31879 2.48808
H 2.90577 -0.80192 3.10400
H 5.49983 -4.06052 2.24473
H 6.05678 -4.48205 0.61742
H 5.94362 -2.78458 1.10004
*
```

Properties
Frontier orbital gap, eV: 9.02
DFT total energy, eV: -28674.561
LUMO energy, eV: 0.84
HOMO energy, eV: -8.2
Molecular weight, g mol⁻¹: 327.43

***

Entry 3:
ORCA calculation (ωB97M-V with the def2-TZVPD basis set) on a single C19H25N3O3S molecule in a non-equilibrium geometry.

ORCA input file:
```
! wB97M-V def2-TZVPD RIJCOSX def2/J DEFGRID3
* xyz 0 1
C 0.98042 3.16826 -0.22290
C 2.24366 2.41990 0.06942
C 2.50998 1.20112 -0.54346
C 3.66845 0.48450 -0.26899
C 4.58340 1.00811 0.63527
C 4.33380 2.22158 1.25133
C 3.17132 2.91896 0.97625
H 2.98012 3.86283 1.46491
H 5.05039 2.62598 1.95119
H 5.49278 0.46638 0.85217
C 3.88695 -0.87342 -0.87848
H 3.27067 -0.98509 -1.77198
H 4.93301 -1.00542 -1.15824
C 3.50621 -1.97025 0.13259
N 2.17394 -1.75167 0.63950
C 1.10822 -2.51179 0.30911
O 1.20168 -3.59157 -0.25282
C -0.17538 -1.89149 0.69698
C -0.45452 -0.54203 0.82223
C -1.81940 -0.42830 1.11485
C -2.33248 -1.70553 1.16302
N -1.34073 -2.58043 0.89508
C -1.48589 -4.01231 0.90106
H -0.66375 -4.45115 0.33774
H -2.43484 -4.28817 0.44268
H -1.46370 -4.39461 1.92406
H -3.33035 -2.02791 1.38453
S -2.67536 1.11027 1.33189
O -3.72133 0.92839 2.29277
O -1.67888 2.11659 1.55911
N -3.39802 1.46985 -0.12530
C -4.49702 0.60829 -0.51566
H -5.31275 1.23274 -0.89474
H -4.84691 0.06665 0.36140
C -3.93492 -0.27512 -1.63022
H -3.36852 -1.10543 -1.20671
H -4.71353 -0.67280 -2.27761
C -2.99891 0.69046 -2.35885
H -2.18682 0.17772 -2.87051
H -3.56070 1.26842 -3.09250
C -2.48108 1.61658 -1.24641
H -2.46083 2.66283 -1.56107
H -1.47681 1.33988 -0.91989
H 0.21613 0.28670 0.71767
H 2.01256 -0.85552 1.07267
H 4.20997 -1.96260 0.97069
H 3.51747 -2.95384 -0.34064
H 1.80192 0.80213 -1.25884
H 1.14277 4.24030 -0.14077
H 0.61902 2.94299 -1.22451
H 0.19858 2.89806 0.49094
*
```

Properties
Frontier orbital gap, eV: 9.60
DFT total energy, eV: -41557.324
LUMO energy, eV: 0.65
HOMO energy, eV: -8.9
Molecular weight, g mol⁻¹: 375.49

***

Entry 4:
ORCA calculation (ωB97M-V with the def2-TZVPD basis set) on a single C19H25N3O3S molecule.

ORCA input file:
```
! wB97M-V def2-TZVPD RIJCOSX def2/J DEFGRID3
* xyz 0 1
C -0.03344 2.22175 -5.79728
C 1.03192 2.97636 -5.01064
C 2.13022 2.03718 -4.51444
C 3.29590 2.75733 -3.83410
H 3.74348 3.46399 -4.53497
C 2.90813 3.52756 -2.56783
N 2.30298 2.68168 -1.56396
C 3.01510 2.15707 -0.54071
O 4.17992 2.42216 -0.32879
C 2.24089 1.22051 0.33910
C 0.90821 1.43920 0.65062
C 0.24554 0.55315 1.49715
C 0.91638 -0.55925 2.01723
C 2.26031 -0.76067 1.70518
C 2.91815 0.12577 0.88192
H 3.96220 -0.00235 0.64382
H 2.75881 -1.61793 2.13005
C 0.20963 -1.49612 2.89664
O 0.72101 -2.47631 3.38785
N -1.13112 -1.19444 3.15191
C -1.77434 -0.09236 2.66279
S -3.34142 0.30388 2.99024
N -1.06843 0.73616 1.84503
H -1.57157 1.54785 1.50984
C -1.83816 -2.11722 4.02409
H -1.20174 -2.33107 4.88594
H -2.76056 -1.64096 4.35821
C -2.16823 -3.45409 3.32950
H -1.22923 -3.97756 3.11835
O -2.90734 -4.26915 4.22108
C -4.25798 -4.28122 3.80495
H -4.71611 -5.18645 4.20354
C -4.19539 -4.23353 2.28022
H -5.12219 -3.88381 1.83261
H -3.95597 -5.22235 1.88850
C -3.02752 -3.27023 2.06093
H -2.46607 -3.49186 1.15535
H -3.39835 -2.24732 2.00075
H -4.79148 -3.40317 4.19672
H 0.38141 2.30516 0.27619
H 1.38555 2.31808 -1.76403
H 3.80757 3.95104 -2.11566
H 2.21538 4.33831 -2.80679
H 4.05706 2.02153 -3.56714
H 2.52705 1.48495 -5.36941
H 1.70017 1.30002 -3.83124
H 0.55754 3.48115 -4.16645
H 1.47723 3.74330 -5.64788
H -0.81157 2.90092 -6.13728
H -0.49463 1.45349 -5.17963
H 0.40511 1.73986 -6.66807
*
```

Properties
Frontier orbital gap, eV: 8.36
DFT total energy, eV: -41558.766
LUMO energy, eV: -0.30
HOMO energy, eV: -8.7
Molecular weight, g mol⁻¹: 375.49

***

Entry 5:
ORCA calculation (ωB97M-V with the def2-TZVPD basis set) on a single C19H25N5O molecule in a non-equilibrium geometry.

ORCA input file:
```
! wB97M-V def2-TZVPD RIJCOSX def2/J DEFGRID3
* xyz 0 1
C -7.74326 -1.09018 -1.15549
C -6.35912 -0.66971 -0.76470
C -5.92279 0.62334 -1.02201
C -4.65571 1.06846 -0.67596
C -3.79848 0.16619 -0.03499
C -4.21859 -1.13337 0.22491
C -5.48469 -1.54683 -0.13976
H -5.79337 -2.56053 0.06860
H -3.53859 -1.81959 0.70235
N -2.50014 0.53649 0.35400
C -1.41192 -0.26855 0.46067
N -1.30224 -1.57360 0.18717
C -0.09048 -2.04402 0.37459
N 0.99494 -1.40161 0.78520
C 0.90395 -0.10091 1.06213
N 1.99197 0.55074 1.51552
H 1.92634 1.55266 1.60470
C 3.30932 -0.03375 1.52035
H 3.16965 -1.11554 1.49112
C 4.13766 0.42440 0.31854
C 5.52250 -0.21437 0.30912
O 6.23124 0.30237 -0.79048
C 7.42060 -0.38921 -1.13260
C 7.82068 0.10042 -2.52090
H 8.69778 -0.43575 -2.87152
H 7.00226 -0.05756 -3.21745
H 8.04054 1.16366 -2.48312
C 8.54624 -0.14825 -0.12343
H 8.71826 0.91993 -0.01504
H 9.46004 -0.61999 -0.47373
H 8.29583 -0.56404 0.84957
H 7.20358 -1.47152 -1.17358
H 6.04149 0.01236 1.25342
H 5.43263 -1.30877 0.22437
H 3.62007 0.15761 -0.60379
H 4.25986 1.50937 0.33484
H 3.81431 0.24248 2.45160
C -0.34307 0.54415 0.90830
C -0.92241 1.82433 1.04579
N -2.18728 1.79548 0.71375
H -0.47323 2.74340 1.36834
H 0.04646 -3.09737 0.16618
C -4.24641 2.46975 -1.00497
H -3.26689 2.48503 -1.47848
H -4.97066 2.92754 -1.67456
H -4.17560 3.06584 -0.09767
H -6.59431 1.31029 -1.51842
H -8.48158 -0.56099 -0.55323
H -7.88103 -2.15828 -1.00912
H -7.93472 -0.85178 -2.20047
*
```

Properties
Frontier orbital gap, eV: 8.85
DFT total energy, eV: -29607.161
LUMO energy, eV: 0.73
HOMO energy, eV: -8.1
Molecular weight, g mol⁻¹: 339.44

***

Entry 6:
ORCA calculation (ωB97M-V with the def2-TZVPD basis set) on a single C19H25N5O3 molecule in a non-equilibrium geometry.

ORCA input file:
```
! wB97M-V def2-TZVPD RIJCOSX def2/J DEFGRID3
* xyz 0 1
C 0.14712 -3.33122 3.13320
H -0.33079 -2.40784 3.45247
H 0.17669 -4.01735 3.97596
H -0.46115 -3.77676 2.34999
C 1.56161 -3.04790 2.63673
C 2.43018 -2.50767 3.76979
H 2.46410 -3.22188 4.58863
H 2.02426 -1.57078 4.14571
H 3.44638 -2.33659 3.42503
H 2.01037 -3.97282 2.25992
C 1.52916 -2.02908 1.48537
N 0.60676 -2.40235 0.43573
C -0.52747 -1.70838 0.17507
O -0.87055 -0.72134 0.77973
O -1.17960 -2.29360 -0.84352
C -2.42204 -1.73444 -1.33562
C -3.48024 -1.73950 -0.23294
H -4.42831 -1.39338 -0.63458
H -3.17863 -1.08348 0.57860
H -3.60849 -2.74688 0.15751
C -2.19212 -0.32044 -1.86931
H -1.39277 -0.32483 -2.60749
H -3.10152 0.04614 -2.33692
H -1.91568 0.34922 -1.06035
C -2.82693 -2.67595 -2.47068
H -2.05740 -2.68731 -3.23793
H -2.95018 -3.68658 -2.09060
H -3.76279 -2.34555 -2.91095
H 0.78902 -3.23914 -0.09501
C 2.90264 -1.88476 0.83272
O 3.76407 -2.73472 0.83382
N 3.09348 -0.71147 0.15957
N 2.17255 0.25329 0.09569
C 2.39508 1.30147 -0.58997
C 1.41209 2.35847 -0.68679
C 1.70418 3.50242 -1.39911
C 0.75373 4.53216 -1.50229
N 1.04968 5.65191 -2.19832
C 0.12871 6.57472 -2.26111
C -1.12783 6.42508 -1.63776
N -1.44417 5.35496 -0.95905
C -0.51454 4.38217 -0.87092
C -0.79133 3.20014 -0.15023
C 0.14813 2.21695 -0.05797
H -0.05050 1.30397 0.48174
H -1.75834 3.10552 0.31838
H -1.88032 7.19993 -1.70176
H 0.37434 7.46871 -2.81902
H 2.65715 3.63853 -1.88853
H 3.33618 1.44421 -1.13640
H 3.98693 -0.60277 -0.33303
H 1.18910 -1.05320 1.84679
*
```

Properties
Frontier orbital gap, eV: 8.21
DFT total energy, eV: -33702.777
LUMO energy, eV: -0.41
HOMO energy, eV: -8.6
Molecular weight, g mol⁻¹: 371.44

***

Entry 7:
ORCA calculation (ωB97M-V with the def2-TZVPD basis set) on 3 unconnected molecules or ions with the total composition C19H25NO4 in a non-equilibrium geometry.

ORCA input file:
```
! wB97M-V def2-TZVPD RIJCOSX def2/J DEFGRID3
* xyz 0 1
C 1.94049 -0.88758 1.31383
C 2.38814 0.56124 1.05154
C 1.46600 1.64142 1.66298
N 0.60632 2.34311 0.66295
C -0.52287 1.51254 0.37228
C -0.48917 0.68122 -0.73187
C -1.55070 -0.14124 -1.01284
C -2.62600 -0.11697 -0.16514
C -2.65414 0.71764 0.93645
C -1.60505 1.55518 1.21746
C -3.82088 0.73009 1.88972
O -3.94222 1.53815 2.78974
C -4.83195 -0.36245 1.69594
C -4.79616 -1.16951 0.64421
C -3.77842 -1.02120 -0.44334
O -3.94853 -1.61016 -1.49721
H 2.14450 -1.21818 2.33715
H 2.54722 -1.54410 0.67949
H 0.88626 -1.08323 1.10291
H 2.49436 0.72944 -0.01698
H 3.36355 0.68094 1.51951
H 0.79523 1.19130 2.39762
H 2.09283 2.38224 2.16449
H 1.13299 2.46569 -0.19470
H 0.39274 0.70410 -1.36168
H -1.51734 -0.81030 -1.86303
H -1.60584 2.22860 2.06342
H -5.58517 -0.44034 2.47351
H -5.54574 -1.95351 0.59565
C -2.31827 -3.91685 -0.83497
C -1.42363 -5.09709 -1.12069
O -0.50926 -5.39348 -0.38676
C -1.72081 -5.89446 -2.36828
H -1.99379 -3.43547 0.08738
H -2.25688 -3.19683 -1.64826
H -3.34992 -4.24991 -0.71589
H -1.63463 -5.25601 -3.24893
H -2.72762 -6.31141 -2.31384
H -1.00589 -6.71036 -2.45347
C 3.83793 3.82903 -1.79547
C 4.36163 3.51266 -0.41587
O 3.99107 2.53210 0.19042
C 5.36554 4.47081 0.17364
H 3.12699 3.06200 -2.09826
H 3.33237 4.79593 -1.79011
H 4.66041 3.84803 -2.51181
H 4.92467 5.46490 0.26256
H 6.25346 4.51731 -0.45880
H 5.65620 4.12496 1.16334
*
```

Properties
Frontier orbital gap, eV: 7.75
DFT total energy, eV: -29787.867
LUMO energy, eV: -1.02
HOMO energy, eV: -8.8
Molecular weight, g mol⁻¹: 331.41

***

Entry 8:
ORCA calculation (ωB97M-V with the def2-TZVPD basis set) on a molecular structure, C19H25NO4SW.

ORCA input file:
```
! wB97M-V def2-TZVPD RIJCOSX def2/J DEFGRID3
* xyz 2 1
W -0.02643 -0.33523 -0.40913
O -2.35645 1.69578 2.18570
C -1.27452 1.49493 1.73116
O -0.96213 0.29525 1.15590
C -0.13204 2.45463 1.79850
C -0.13465 3.35070 2.85966
C 0.90978 4.24869 3.03175
C 1.95561 4.27784 2.12380
C 1.95272 3.42018 1.03220
C 0.92031 2.50348 0.87402
S 0.94796 1.64390 -0.69218
H -0.96228 3.32145 3.55560
H 0.90209 4.92585 3.87455
H 2.76912 4.97921 2.24868
H 2.74287 3.47974 0.29424
C 3.37864 -1.40235 0.87568
C 2.26885 -2.36195 0.53972
O 0.95306 -1.70167 0.79650
C 0.41759 -2.09950 2.14855
C -0.41406 -3.34388 2.01512
H 4.33775 -1.89318 0.70529
H 3.34111 -1.09573 1.92095
H 3.33959 -0.50914 0.25028
H 2.27532 -3.24634 1.17155
H 2.26023 -2.68260 -0.49382
H -0.14809 -1.24734 2.50367
H 1.30037 -2.23315 2.76936
H -1.29722 -3.16733 1.39824
H -0.76175 -3.63378 3.00742
H 0.14972 -4.17961 1.60159
C -4.74942 0.16154 -1.66778
C -4.00013 1.29848 -1.40292
C -2.65732 1.16773 -1.12250
N -2.04856 -0.03258 -1.12266
C -2.77189 -1.13341 -1.39117
C -4.12205 -1.07611 -1.65836
H -5.80733 0.23837 -1.87975
H -4.44701 2.28213 -1.40063
H -2.04584 2.02919 -0.89626
H -2.23959 -2.07814 -1.39649
H -4.66487 -1.98809 -1.86057
C 2.52230 -0.70983 -2.65179
O 1.38181 -1.26941 -1.91753
C 0.12154 -0.80586 -2.26413
C -0.30313 -0.81489 -3.67157
H 2.44500 0.37420 -2.69905
H 2.52517 -1.15149 -3.64431
H 3.41075 -1.00896 -2.10661
H 0.30170 -0.11060 -4.25151
H -1.34554 -0.52204 -3.76616
H -0.15862 -1.80910 -4.10280
*
```

Properties
Frontier orbital gap, eV: 7.29
DFT total energy, eV: -42433.933
LUMO energy, eV: -7.67
HOMO energy, eV: -15.0
Molecular weight, g mol⁻¹: 547.32